[1]
Below is one molecule with the formula CH3ClN2O2 in a non-equilibrium geometry, with properties calculated with wB97M-V/def2-TZVPD.

The geometry in XYZ format:
```
9
Properties=species:S:1:pos:R:3:mulliken_charge:R:1
C -1.296 -1.138 -0.704 -0.23
N 0.518 -1.368 0.560 -0.43
N 0.204 -0.805 -0.553 0.83
O 0.823 -0.245 -1.419 -0.64
O 1.827 -1.241 1.004 -0.36
Cl -2.288 -0.262 0.520 -0.15
H -1.709 -0.899 -1.695 0.35
H -1.348 -2.302 -0.473 0.26
H 1.738 -0.990 1.929 0.37
```

The value obtained for the energy above the lowest of the compared OMol25 structures with the same formula, charge and spin is 230.7 kJ/mol. As for the HOMO energy: -9.87 eV. For the HOMO-LUMO gap, the calculation gives 10.3 eV. The LUMO energy is 0.0144 Ha.

***

[2]
Below is a 2-piece molecular cluster, CH3ClN2O2 overall in a non-equilibrium geometry, with properties calculated with wB97M-V/def2-TZVPD.

The geometry in XYZ format:
```
9
Properties=species:S:1:pos:R:3:mulliken_charge:R:1
C 0.532 -1.008 -1.216 -0.58
N 0.024 0.086 -0.498 -0.23
N -0.384 0.252 0.606 0.83
O -0.630 -0.446 1.574 -0.47
O -0.546 2.082 1.098 -0.40
Cl -0.944 2.896 2.658 0.01
H -0.051 -1.107 -2.082 0.27
H 1.492 -0.791 -1.554 0.26
H 0.507 -1.965 -0.586 0.31
```

The value obtained for the energy above the lowest of the compared OMol25 structures with the same formula, charge and spin is 527.2 kJ/mol. As for the HOMO energy (alpha / beta): -10.05 / -10.06 eV. For the HOMO-LUMO gap (alpha / beta), the calculation gives 8.0 / 8.0 eV. The LUMO energy (alpha / beta) is -0.0770 / -0.0771 Ha.

***

[3]
Below is one molecule with the formula CH3ClN2O2 in a non-equilibrium geometry, with properties calculated with wB97M-V/def2-TZVPD.

The geometry in XYZ format:
```
9
Properties=species:S:1:pos:R:3:mulliken_charge:R:1
C -1.250 0.267 0.122 -0.58
N 0.469 0.382 -0.504 -0.14
N 1.115 -0.798 -0.195 1.01
O 0.447 -1.768 -0.420 -0.54
O 2.243 -0.674 0.241 -0.56
Cl 1.227 1.867 0.144 -0.09
H -1.152 -0.556 0.859 0.31
H -1.316 1.154 0.599 0.33
H -1.782 0.125 -0.847 0.26
```

As for the expectation value of S²: 2.009. Its spin multiplicity is 3. The value obtained for the energy above the lowest of the compared OMol25 structures with the same formula, charge and spin is 398.0 kJ/mol. As for the HOMO energy (alpha / beta): -6.73 / -11.10 eV. For the HOMO-LUMO gap (alpha / beta), the calculation gives 6.7 / 7.5 eV. The LUMO energy (alpha / beta) is 0.0007 / -0.1340 Ha.

***

[4]
Below is a 2-piece molecular cluster, CH3ClN2O2 overall in a non-equilibrium geometry, with properties calculated with wB97M-V/def2-TZVPD.

The geometry in XYZ format:
```
9
Properties=species:S:1:pos:R:3:mulliken_charge:R:1
C -0.281 0.006 -0.036 -0.52
N -0.821 1.019 0.623 -0.20
N 0.685 1.590 2.572 0.77
O 1.489 2.394 2.260 -0.41
O 0.316 1.153 3.608 -0.38
Cl -2.174 0.528 1.602 -0.07
H -0.742 0.003 -1.074 0.26
H 0.803 0.201 -0.118 0.26
H -0.313 -1.116 0.412 0.29
```

As for the expectation value of S²: 2.009. Its spin multiplicity is 3. The value obtained for the energy above the lowest of the compared OMol25 structures with the same formula, charge and spin is 117.6 kJ/mol. As for the HOMO energy (alpha / beta): -9.36 / -10.51 eV. For the HOMO-LUMO gap (alpha / beta), the calculation gives 9.8 / 8.6 eV. The LUMO energy (alpha / beta) is 0.0173 / -0.0708 Ha.

***

[5]
Below is CH3ClNO2S as an isolated structure in a non-equilibrium geometry, with properties calculated with wB97M-V/def2-TZVPD.

The geometry in XYZ format:
```
9
Properties=species:S:1:pos:R:3:mulliken_charge:R:1
C 0.274 0.939 0.897 -0.05
N -0.564 -0.012 0.801 -0.45
O -3.159 -0.103 1.307 -0.39
O -2.073 2.350 0.251 -0.82
S -2.392 0.165 0.131 0.78
Cl -2.656 -1.873 -1.529 -0.70
H 1.282 0.832 1.244 0.24
H 0.125 1.953 0.677 0.11
H -1.019 2.618 0.316 0.27
```

The total charge is -1. The value obtained for the energy above the lowest of the compared OMol25 structures with the same formula, charge and spin is 312.2 kJ/mol. As for the HOMO energy: -4.63 eV. For the HOMO-LUMO gap, the calculation gives 8.0 eV. The LUMO energy is 0.1240 Ha.

***

[6]
Below is a 2-piece molecular cluster, CH3ClOSi overall in a non-equilibrium geometry, with properties calculated with wB97M-V/def2-TZVPD.

The geometry in XYZ format:
```
7
Properties=species:S:1:pos:R:3:mulliken_charge:R:1
C -1.400 1.637 -0.552 0.10
O -1.285 1.994 0.507 -0.15
Si 0.766 -0.718 0.055 0.54
Cl -1.366 -0.876 -0.430 -0.27
H 1.376 0.177 -1.009 -0.06
H 1.134 -2.050 -0.086 -0.12
H 0.775 -0.163 1.516 -0.04
```

The value obtained for the energy above the lowest of the compared OMol25 structures with the same formula, charge and spin is 60.2 kJ/mol. As for the HOMO energy: -10.53 eV. For the HOMO-LUMO gap, the calculation gives 11.0 eV. The LUMO energy is 0.0190 Ha.

***

[7]
Below is one molecule with the formula CH3ClS in a non-equilibrium geometry, with properties calculated with wB97M-V/def2-TZVPD.

The geometry in XYZ format:
```
6
Properties=species:S:1:pos:R:3:mulliken_charge:R:1
C 0.630 0.067 0.022 -0.72
S -0.775 1.162 -0.018 0.08
Cl -2.487 -0.562 -0.003 -0.24
H 0.393 -0.957 0.431 0.30
H 1.432 0.522 0.650 0.29
H 0.808 -0.232 -1.082 0.28
```

The value obtained for the energy above the lowest of the compared OMol25 structures with the same formula, charge and spin is 60.7 kJ/mol. As for the HOMO energy: -9.58 eV. For the HOMO-LUMO gap, the calculation gives 7.7 eV. The LUMO energy is -0.0708 Ha.

***

[8]
Below is CH3ErMgO2 as an isolated structure in a non-equilibrium geometry, with properties calculated with wB97M-V/def2-TZVPD.

The geometry in XYZ format:
```
8
Properties=species:S:1:pos:R:3:mulliken_charge:R:1
O 1.295 -0.608 -0.103 -0.82
C 0.906 0.602 0.439 0.09
O -0.499 0.677 0.434 -0.47
H 1.348 1.465 -0.108 0.19
H 1.203 0.696 1.508 0.18
Mg -0.515 -1.171 -0.572 0.46
Er -2.551 1.407 -0.326 0.68
H -1.186 -3.069 -1.272 -0.30
```

As for the expectation value of S²: 3.756. Its spin multiplicity is 4. As for the HOMO energy (alpha / beta): -6.91 / -7.82 eV. For the HOMO-LUMO gap (alpha / beta), the calculation gives 6.1 / 5.7 eV. The LUMO energy (alpha / beta) is -0.0283 / -0.0763 Ha.